1.
C15H13N3O6Ru as an isolated structure in a non-equilibrium geometry. Source: the Open Molecules 2025 dataset; level of theory: the ωB97M-V functional and the def2-TZVPD basis.

As for the lowest unoccupied orbital energy (alpha / beta): -4.341 / -4.446 eV. Its spin multiplicity is 2. Its charge is +1. The HOMO energy (alpha / beta) is -12.497 / -12.237 eV.

```
38
Properties=species:S:1:pos:R:3:forces:R:3
Ru -0.280635 0.430409 1.126846 1.185 0.538 1.506
O 2.435052 -4.873918 1.029178 0.004 -0.035 0.030
C 1.878731 -3.682813 1.229631 -0.037 0.045 0.023
C 0.670142 -3.514417 1.926813 0.198 -0.007 0.149
C 0.172125 -2.244042 2.041157 -0.057 0.103 0.008
N 0.821555 -1.197533 1.521435 -0.453 -0.675 -1.011
C 1.971452 -1.339994 0.852276 0.046 0.168 0.089
C 2.544372 -2.571374 0.684601 0.076 -0.039 0.194
C 2.447447 -0.012900 0.281866 -0.074 0.182 0.015
O 3.585739 0.173921 -0.047585 -0.042 -0.117 -0.133
O 1.463594 0.863314 0.220772 0.310 0.103 -0.195
C -1.154218 -1.831306 2.657018 -0.066 0.262 0.029
O -1.736087 -2.514884 3.447657 -0.023 -0.121 -0.106
O -1.533641 -0.635699 2.226929 -0.526 -0.207 -0.016
H 1.931598 -5.581342 1.453724 0.016 0.018 -0.012
H 0.129176 -4.341336 2.369698 -0.002 -0.011 -0.027
H 3.479151 -2.681453 0.152753 -0.004 -0.004 0.001
C 0.476453 4.564211 0.613480 0.053 0.018 -0.014
C -0.394553 3.365130 0.491895 0.127 -0.018 0.135
O -0.387735 2.494233 1.398422 -0.475 0.026 -0.450
N -1.194190 3.236967 -0.561103 -0.056 -0.011 0.047
C -2.166386 2.157555 -0.660539 0.098 -0.031 -0.035
C -1.624924 0.985355 -1.433727 -0.029 -0.190 0.156
C -1.845105 0.838760 -2.789382 -0.070 -0.057 0.013
C -1.323505 -0.258380 -3.454895 -0.041 0.010 -0.078
C -0.595080 -1.189432 -2.739131 0.000 -0.036 0.007
C -0.405111 -0.988528 -1.387673 -0.148 0.035 -0.058
N -0.903964 0.077050 -0.744532 0.126 -0.055 -0.209
H 1.498591 4.232463 0.790860 -0.002 -0.017 -0.019
H 0.156715 5.132421 1.487757 -0.009 -0.004 -0.003
H 0.437701 5.201246 -0.266965 -0.009 0.009 0.012
H -1.109584 3.895959 -1.318531 -0.055 0.069 0.053
H -3.078243 2.539431 -1.114031 0.057 0.000 -0.116
H -2.416789 1.837696 0.350165 -0.132 0.066 0.020
H -2.434105 1.577328 -3.316370 -0.010 0.002 0.026
H -1.497178 -0.389402 -4.514299 0.027 0.018 -0.002
H -0.171041 -2.061499 -3.215025 -0.007 -0.014 0.023
H 0.152479 -1.693197 -0.791148 0.003 -0.021 -0.054
```
Forces are in eV/Å.

In the natural (NBO) picture, each atom carries the following charge in e:
1 Ru 1.320
2 O -0.611
3 C 0.399
4 C -0.289
5 C 0.140
6 N -0.464
7 C 0.135
8 C -0.265
9 C 0.738
10 O -0.544
11 O -0.701
12 C 0.739
13 O -0.525
14 O -0.697
15 H 0.503
16 H 0.263
17 H 0.276
18 C -0.703
19 C 0.743
20 O -0.667
21 N -0.551
22 C -0.276
23 C 0.214
24 C -0.219
25 C -0.114
26 C -0.224
27 C 0.077
28 N -0.350
29 H 0.274
30 H 0.271
31 H 0.232
32 H 0.426
33 H 0.248
34 H 0.248
35 H 0.240
36 H 0.246
37 H 0.251
38 H 0.219

---

2.
C15H13N6O6RhS as an isolated structure. Source: the Open Molecules 2025 dataset; level of theory: the ωB97M-V functional and the def2-TZVPD basis.

As for the lowest unoccupied orbital energy: -1.318 eV. Its spin multiplicity is 1. Its charge is 0. The HOMO energy is -8.563 eV.

```
42
Properties=species:S:1:pos:R:3:forces:R:3
Rh -0.834719 0.702777 0.444970 -0.032 -0.068 -0.046
N 0.936503 -0.624131 4.140140 0.016 -0.004 -0.008
C 0.325341 -0.395415 2.967792 -0.032 0.016 0.019
S 0.367094 1.233127 2.351439 -0.001 -0.007 0.010
N -0.254531 -1.437556 2.399785 0.006 -0.002 -0.006
N -0.848201 -1.110339 1.230785 0.004 0.048 -0.013
C -1.440428 -2.018186 0.536652 0.002 -0.003 0.010
C -2.059481 -1.594901 -0.716054 -0.005 -0.008 0.003
C -2.744005 -2.453128 -1.561180 0.001 -0.001 0.002
C -3.300805 -1.942315 -2.722705 -0.002 -0.001 -0.004
C -3.167863 -0.593128 -3.009742 0.001 -0.001 0.002
C -2.468868 0.209757 -2.123149 -0.003 -0.001 -0.005
N -1.926911 -0.285446 -1.015594 0.023 0.016 0.006
H 1.423657 0.116038 4.609885 0.001 -0.001 -0.001
H 0.966469 -1.560247 4.504332 -0.001 0.000 0.002
H -1.464389 -3.045354 0.879163 -0.001 0.000 -0.005
H -2.829078 -3.500842 -1.309121 0.000 0.000 -0.001
H -3.836520 -2.594656 -3.399157 0.000 0.000 0.000
H -3.594000 -0.161668 -3.903583 -0.001 0.002 0.001
H -2.323608 1.272638 -2.277364 0.001 -0.001 -0.001
O 0.481494 3.835681 -1.755531 0.005 0.003 -0.007
C 0.244190 2.827690 -1.127978 -0.026 -0.014 0.014
O -0.887549 2.480606 -0.600162 0.032 0.015 -0.017
C 1.344354 1.808495 -0.860198 0.003 0.006 -0.011
C 2.472625 2.182067 -0.133262 -0.011 0.000 -0.002
C 3.361415 1.207732 0.260851 -0.001 0.000 0.006
C 3.208732 -0.132997 -0.052800 0.003 -0.003 -0.002
C 2.119511 -0.459477 -0.825096 -0.003 -0.002 -0.005
C 1.188191 0.480844 -1.250558 0.025 0.014 0.020
N 1.903448 -1.873274 -1.187644 -0.004 0.002 0.000
O 2.757549 -2.672875 -0.879347 0.001 -0.001 0.002
O 0.865541 -2.146387 -1.762908 0.000 -0.002 -0.003
N 4.517307 1.594842 1.100540 0.010 0.002 -0.017
O 5.235199 0.702628 1.501962 -0.003 -0.001 0.005
O 4.668159 2.773653 1.331500 -0.003 0.001 0.005
H 2.626699 3.212489 0.152848 0.001 0.000 0.002
H 3.909999 -0.877457 0.289158 -0.001 -0.001 0.000
H 0.385804 0.172144 -1.904072 -0.004 -0.006 -0.005
C -2.603160 1.104613 1.317137 -0.003 0.008 0.059
H -3.055835 1.869819 0.687333 0.010 0.003 -0.004
H -2.444514 1.483515 2.323378 -0.010 -0.008 0.003
H -3.224815 0.208628 1.347555 0.003 0.000 -0.007
```
Forces are in eV/Å.

In the natural (NBO) picture, each atom carries the following charge in e:
1 Rh 0.700
2 N -0.771
3 C 0.297
4 S -0.135
5 N -0.434
6 N -0.147
7 C 0.013
8 C 0.174
9 C -0.213
10 C -0.140
11 C -0.246
12 C 0.073
13 N -0.427
14 H 0.411
15 H 0.410
16 H 0.220
17 H 0.233
18 H 0.229
19 H 0.236
20 H 0.244
21 O -0.608
22 C 0.757
23 O -0.719
24 C -0.117
25 C -0.131
26 C 0.042
27 C -0.176
28 C 0.021
29 C -0.184
30 N 0.533
31 O -0.351
32 O -0.391
33 N 0.532
34 O -0.369
35 O -0.354
36 H 0.273
37 H 0.285
38 H 0.258
39 C -0.616
40 H 0.204
41 H 0.205
42 H 0.178

---

3.
The molecule C15H13NO4. Source: the Open Molecules 2025 dataset; level of theory: the ωB97M-V functional and the def2-TZVPD basis.

As for the lowest unoccupied orbital energy: 0.304 eV. Its SMILES is NC(=O)COC(=O)c1ccc(Oc2ccccc2)cc1. Its spin multiplicity is 1. Its charge is 0. The HOMO energy is -8.830 eV.

```
33
Properties=species:S:1:pos:R:3:forces:R:3
N -5.753925 -0.430617 0.879422 -0.140 -0.584 0.277
C -5.610965 0.838084 0.463478 0.394 -0.078 -0.414
O -6.155589 1.788912 0.972867 -0.158 0.421 0.085
C -4.693132 0.976494 -0.766412 -0.523 0.099 -0.161
O -3.327526 0.704217 -0.470883 0.297 0.061 0.150
C -2.920220 -0.570242 -0.470299 -0.236 -0.286 -0.101
O -3.671131 -1.508340 -0.650697 0.170 0.141 -0.084
C -1.473535 -0.706765 -0.233381 0.296 0.005 0.066
C -0.659522 0.395750 0.022183 -0.213 -0.227 -0.075
C 0.691865 0.230238 0.237351 0.369 -0.059 0.115
C 1.254787 -1.045955 0.195629 -0.666 0.096 -0.046
O 2.563945 -1.299680 0.446895 0.148 -0.183 0.049
C 3.524663 -0.334099 0.244983 0.395 0.327 -0.063
C 3.528905 0.490584 -0.874263 -0.161 -0.256 0.035
C 4.563524 1.390420 -1.054791 0.022 0.021 0.025
C 5.594893 1.468271 -0.134243 0.098 0.073 -0.008
C 5.595464 0.633386 0.970715 0.012 0.051 -0.043
C 4.564641 -0.267116 1.164699 -0.349 -0.155 -0.052
C 0.438603 -2.154193 -0.042985 0.351 0.131 0.037
C -0.909870 -1.983835 -0.254841 -0.185 0.244 -0.013
H -6.321995 -0.618589 1.689106 0.022 0.098 -0.031
H -5.263959 -1.185965 0.417950 -0.068 0.147 0.043
H -4.719650 2.011538 -1.109828 -0.046 -0.193 0.120
H -5.043298 0.297827 -1.552703 0.085 0.139 0.068
H -1.095605 1.381295 0.059310 -0.006 0.081 0.010
H 1.315451 1.085267 0.453055 0.007 0.035 -0.003
H 2.732278 0.416395 -1.600279 -0.043 0.004 -0.040
H 4.564090 2.029754 -1.924861 -0.002 0.047 -0.073
H 6.398547 2.173439 -0.281250 0.071 0.058 -0.012
H 6.400574 0.684479 1.688057 0.062 -0.004 0.062
H 4.549934 -0.926364 2.018470 -0.015 -0.076 0.090
H 0.888806 -3.134166 -0.055498 0.048 -0.104 -0.010
H -1.551055 -2.830411 -0.446948 -0.035 -0.073 -0.006
```
Forces are in eV/Å.

In the natural (NBO) picture, each atom carries the following charge in e:
1 N -0.826
2 C 0.640
3 O -0.601
4 C -0.170
5 O -0.492
6 C 0.800
7 O -0.638
8 C -0.212
9 C -0.128
10 C -0.323
11 C 0.404
12 O -0.510
13 C 0.360
14 C -0.299
15 C -0.193
16 C -0.227
17 C -0.191
18 C -0.276
19 C -0.290
20 C -0.125
21 H 0.401
22 H 0.426
23 H 0.221
24 H 0.208
25 H 0.234
26 H 0.234
27 H 0.228
28 H 0.217
29 H 0.216
30 H 0.218
31 H 0.227
32 H 0.229
33 H 0.237